This record from OMol25 describes a molecular structure, C85H73InN6O2P2S3Si at a distorted geometry. The level of theory is the ωB97M-V functional and the def2-TZVPD basis.

```
173
Properties=species:S:1:pos:R:3:forces:R:3
In -0.24880 -0.40150 -0.29580 0.1 -0.1 0.0
C 1.46610 -3.50560 -1.49940 0.0 0.3 0.5
Si 1.33070 -2.41630 0.07820 0.2 -0.7 -0.4
C 3.10260 -1.89830 0.57130 -0.6 0.3 -0.2
C 4.19400 -2.73260 0.34130 0.1 -0.1 -0.1
C 5.44610 -2.43970 0.85010 0.0 -0.1 -0.1
C 5.63290 -1.29890 1.61590 0.1 0.1 0.1
C 4.57320 -0.43660 1.81690 0.1 -0.2 0.1
C 3.31890 -0.71890 1.28120 0.1 0.2 0.0
P 1.94750 0.47210 1.48860 0.7 -0.4 0.0
C 2.73600 2.03460 0.97550 -0.1 0.1 -0.1
C 3.91060 2.06420 0.22840 0.0 0.0 0.0
C 4.42140 3.26190 -0.23750 0.1 0.2 0.0
C 3.76620 4.45380 0.02370 0.0 0.0 0.0
C 2.56770 4.43110 0.71660 0.0 0.2 0.1
C 2.04600 3.23270 1.16880 0.0 -0.1 -0.1
C 1.97350 0.53480 3.31110 -0.2 -0.4 0.1
C 2.11920 -0.61450 3.99790 0.0 0.4 -0.7
C 2.16670 -0.64940 5.43890 0.0 0.2 0.7
C 2.12370 0.45720 6.18290 0.0 -0.2 -0.1
C 1.93520 1.80810 5.58090 0.2 0.0 0.2
C 1.63990 1.78010 4.05900 0.1 0.0 -0.1
C 0.92160 -3.73250 1.41740 -0.2 0.7 -0.1
C 1.65590 -4.91360 1.46290 0.1 -0.2 0.0
C 1.30460 -5.95590 2.29860 0.1 0.0 -0.1
C 0.17950 -5.84590 3.10120 -0.2 0.0 0.2
C -0.55790 -4.67800 3.08260 0.0 -0.2 0.0
C -0.17380 -3.61200 2.26990 0.0 0.2 0.2
P -1.16200 -2.06040 2.27520 0.0 -0.6 0.2
C -1.45840 -1.85470 4.07150 0.1 0.2 -0.2
C -0.58590 -2.36690 5.02920 -0.1 -0.1 0.0
C -0.76130 -2.08120 6.36980 0.0 0.0 0.2
C -1.79710 -1.26080 6.78370 0.0 0.0 0.1
C -2.63230 -0.69450 5.83500 -0.1 0.1 0.1
C -2.45100 -0.97000 4.49210 0.0 -0.1 -0.1
C -2.66950 -2.85920 1.60050 -0.2 0.1 0.1
C -3.95720 -2.72790 2.10280 0.1 0.1 0.1
C -5.02690 -3.32480 1.45620 -0.2 -0.1 0.0
C -4.83050 -4.05970 0.30140 -0.1 0.0 0.1
C -3.55090 -4.18540 -0.21580 0.0 -0.1 -0.1
C -2.48460 -3.58750 0.42380 0.0 0.1 0.0
H 1.69450 -4.54000 -1.26030 0.1 -0.2 0.1
H 0.51390 -3.49080 -2.01890 -0.2 0.0 -0.1
H 2.21650 -3.13250 -2.18810 0.1 0.1 -0.1
H 4.06190 -3.62610 -0.25210 0.0 -0.1 -0.1
H 6.27690 -3.10680 0.66470 0.0 -0.1 0.0
H 6.60260 -1.07970 2.04170 0.1 0.0 0.0
H 4.71010 0.46360 2.40060 0.1 0.1 0.0
H 4.43140 1.14680 0.00060 0.0 0.0 0.0
H 5.34110 3.26490 -0.80440 0.1 0.0 -0.1
H 4.17030 5.39030 -0.33560 0.0 0.1 0.0
H 2.04200 5.35880 0.90610 0.0 0.0 0.0
H 1.07290 3.21050 1.63750 0.0 0.1 0.1
H 2.26720 -1.54900 3.47370 0.1 -0.1 -0.1
H 2.30330 -1.61180 5.91100 0.0 -0.1 0.1
H 2.22250 0.41540 7.25860 0.0 -0.1 0.1
H 2.74300 2.47870 5.89460 0.0 0.0 0.0
H 2.04830 2.66350 3.56520 -0.1 0.0 0.1
H 2.51750 -5.02230 0.82240 0.2 -0.1 -0.1
H 1.89680 -6.86020 2.31590 0.0 -0.1 0.0
H -0.11270 -6.66280 3.74680 0.0 -0.1 0.0
H -1.43900 -4.58680 3.70650 0.0 0.0 0.0
H 0.23050 -3.00540 4.72790 0.1 0.0 0.0
H -0.08300 -2.50010 7.09800 0.1 -0.1 0.1
H -1.94530 -1.05990 7.83570 0.0 0.0 0.0
H -3.42630 -0.02810 6.14190 -0.1 0.1 0.0
H -3.07590 -0.48580 3.75590 -0.1 0.0 0.0
H -4.14150 -2.16880 3.00820 0.0 0.0 0.1
H -6.02360 -3.21720 1.86210 -0.1 0.0 0.0
H -5.66790 -4.53480 -0.18880 -0.1 0.0 -0.1
H -3.38450 -4.75890 -1.11720 0.0 0.0 -0.1
H -1.48880 -3.68810 0.01160 0.0 -0.1 -0.1
C 3.36630 -0.33590 -3.21330 -0.3 0.0 0.1
C 1.91320 -0.42870 -2.75420 0.5 0.0 -0.3
O 1.65660 0.11270 -1.64110 -0.1 0.1 0.3
C 1.02340 -1.06720 -3.60350 0.3 0.0 -0.3
C -0.36370 -1.26670 -3.44520 -0.6 -0.2 -0.1
C -1.10030 -1.87600 -4.61560 -0.1 0.2 0.1
N -1.02420 -0.96500 -2.35890 0.6 0.0 0.3
N -2.39420 -1.03270 -2.42560 -0.8 -0.2 -0.4
C -2.99730 -0.73320 -1.31660 -0.1 -0.3 -0.4
O -2.47750 -0.51310 -0.16920 0.6 0.2 0.3
C -4.47570 -0.57040 -1.40710 -0.2 0.0 0.1
C -5.03070 0.63200 -0.97780 0.0 -0.1 0.1
C -6.39870 0.83220 -1.01720 0.0 0.1 0.0
C -7.23000 -0.16710 -1.49780 -0.2 0.0 0.0
C -6.68570 -1.37110 -1.91910 -0.1 0.0 0.0
C -5.31700 -1.57480 -1.86870 0.1 0.1 0.0
H 3.57870 0.67980 -3.54470 0.0 0.1 0.0
H 4.01400 -0.55100 -2.36600 0.1 0.0 0.1
H 3.59160 -1.02430 -4.02350 0.0 0.0 -0.1
H 1.43780 -1.44310 -4.52980 0.0 0.0 0.0
H -0.59310 -1.66710 -5.55370 0.1 0.0 0.0
H -1.16260 -2.95610 -4.48570 0.0 -0.1 0.0
H -2.11470 -1.48980 -4.64160 0.0 -0.1 -0.1
H -4.36990 1.40630 -0.61090 0.0 0.0 0.0
H -6.82410 1.76540 -0.66440 0.0 0.0 0.0
H -8.29940 -0.00360 -1.53240 0.0 -0.1 0.0
H -7.33590 -2.15430 -2.28600 0.0 0.0 0.0
H -4.88990 -2.51900 -2.16610 0.1 -0.1 -0.1
N -0.78280 1.02720 1.70920 -0.6 0.4 0.2
S -1.41000 2.26170 2.12810 -0.3 0.1 0.6
N -1.46600 3.69500 1.19250 0.0 0.3 0.0
S -2.39240 4.09550 0.04490 -0.1 0.4 0.0
N -2.64910 3.24990 -1.22860 -0.3 -0.1 0.0
S -1.34670 2.38230 -1.84520 0.6 1.0 0.1
N -0.57670 1.64470 -0.86660 -0.2 -0.2 -0.8
C -2.09160 1.81620 -3.40040 -0.1 0.3 0.3
C -1.19120 1.48070 -4.39430 0.2 -0.1 0.1
C -1.65990 1.17250 -5.65820 0.0 0.0 0.1
C -3.01840 1.23000 -5.92230 -0.1 0.0 0.0
C -3.91100 1.57950 -4.92290 0.0 0.0 0.0
C -3.44570 1.87100 -3.64990 -0.2 0.1 0.1
C -0.28920 3.66850 -2.55100 -0.2 -0.2 0.1
C -0.78650 4.66880 -3.36330 0.0 0.1 -0.1
C 0.08820 5.60350 -3.89010 -0.2 0.0 0.0
C 1.44400 5.50490 -3.61700 0.2 0.0 0.0
C 1.93410 4.47700 -2.82620 0.0 0.2 -0.1
C 1.06110 3.55310 -2.28100 -0.1 -0.2 0.1
C -4.03220 4.56480 0.63030 0.0 -0.2 -0.3
C -5.17780 4.14030 -0.01350 0.2 -0.2 -0.1
C -6.41070 4.56340 0.45240 -0.1 0.1 0.1
C -6.48660 5.40210 1.55230 0.0 0.0 -0.1
C -5.32980 5.84110 2.17900 0.1 0.0 -0.1
C -4.09650 5.42840 1.71130 0.2 0.0 -0.1
C -1.82980 5.72650 -0.49210 0.1 -0.1 0.3
C -2.59570 6.38100 -1.44370 -0.1 -0.1 0.1
C -2.19310 7.62450 -1.89500 -0.1 -0.1 0.1
C -1.03550 8.20120 -1.39430 0.1 0.0 0.1
C -0.27880 7.53980 -0.44070 0.0 0.1 -0.1
C -0.67810 6.29420 0.01370 -0.1 -0.3 0.2
C -3.15130 2.15170 2.64020 0.4 0.0 -0.1
C -3.72230 3.01770 3.55140 -0.1 0.1 0.2
C -5.06190 2.87310 3.87070 0.1 0.0 0.1
C -5.81380 1.86900 3.28150 -0.1 0.0 0.0
C -5.22430 0.98840 2.38900 0.0 0.0 0.1
C -3.88230 1.12570 2.07350 0.2 -0.1 -0.2
C -0.60050 2.97140 3.59030 -0.5 0.3 -0.6
C -0.61200 4.26310 3.91880 -0.1 -0.3 -0.4
C 0.00660 4.71500 5.15280 0.2 0.1 0.4
C 0.49650 3.85360 6.04550 0.0 0.0 -0.1
C 0.51710 2.37760 5.82550 -0.2 0.1 0.2
C 0.13030 1.96180 4.38940 -0.2 -0.2 -0.2
H -0.13740 1.45910 -4.16870 0.2 -0.1 -0.1
H -0.96680 0.88910 -6.43480 0.1 0.0 -0.1
H -3.38480 0.99740 -6.91040 0.0 0.0 -0.1
H -4.97020 1.63020 -5.13470 0.0 0.0 0.0
H -4.12570 2.13880 -2.85980 -0.1 0.1 0.0
H -1.84300 4.70080 -3.58560 -0.1 0.0 -0.1
H -0.28080 6.39680 -4.52530 0.0 0.0 0.0
H 2.12590 6.22600 -4.04270 0.1 0.1 0.0
H 2.99210 4.39080 -2.63440 0.1 0.0 0.0
H 1.38900 2.72720 -1.66510 0.1 -0.1 0.1
H -5.08360 3.49500 -0.87000 -0.1 -0.1 -0.2
H -7.31050 4.24350 -0.04990 -0.1 -0.1 0.0
H -7.44940 5.72550 1.91620 -0.1 0.0 0.0
H -5.38730 6.50450 3.02810 0.0 0.1 0.1
H -3.17820 5.76640 2.16640 0.1 0.1 0.2
H -3.49150 5.91070 -1.81990 -0.1 0.0 -0.1
H -2.77930 8.14380 -2.63760 -0.1 0.0 -0.1
H -0.72380 9.17120 -1.74990 0.0 0.1 0.0
H 0.62020 7.99290 -0.05140 0.1 0.0 0.0
H -0.12340 5.73910 0.75170 0.2 0.0 0.1
H -3.12800 3.78850 4.01370 0.0 0.1 0.1
H -5.51750 3.55010 4.57860 0.0 0.0 0.1
H -6.86020 1.77310 3.52970 -0.1 0.0 0.0
H -5.79680 0.18740 1.94540 0.0 -0.1 -0.1
H -3.38430 0.44630 1.39520 0.0 -0.2 -0.2
H -1.10150 4.99120 3.28920 -0.1 0.0 -0.1
H 0.00630 5.77670 5.35500 0.1 0.1 0.0
H 0.91030 4.20630 6.98020 0.0 0.1 0.1
H -0.03350 1.87260 6.62520 0.0 0.0 0.0
H -0.38950 1.00210 4.33980 0.2 0.0 0.1
```
Forces are in eV/Å.

The value obtained for the LUMO energy is -0.215 eV. Its HOMO energy is -0.219 Eh.

This record from OMol25 describes 2 unconnected molecules or ions with the total composition CHN2O2P at a distorted geometry. The level of theory is the ωB97M-V functional and the def2-TZVPD basis.

```
7
Properties=species:S:1:pos:R:3:forces:R:3
C 0.08836 1.49959 0.21334 1.7 -3.6 0.8
N -0.21776 2.55749 -0.00103 -1.3 3.7 -0.8
N 0.08764 -1.02415 -0.74519 0.3 -0.2 1.9
O -0.19941 -0.51889 -1.76232 -0.3 1.9 -2.3
O -0.07803 -2.17866 -0.48946 0.2 -1.5 0.9
P 0.93353 -0.01198 0.64061 -3.0 -0.5 1.9
H -0.61433 -0.32340 2.14405 2.5 0.3 -2.4
```
Forces are in eV/Å.

The value obtained for the LUMO energy (spin up / spin down) is -2.274 / -2.273 eV. Its HOMO energy (spin up / spin down) is -0.406 / -0.406 Eh.

This record from OMol25 describes a gas-phase ion, C5H11N2 (charge +1) at a distorted geometry. The level of theory is the ωB97M-V functional and the def2-TZVPD basis.

```
18
Properties=species:S:1:pos:R:3:forces:R:3
C -0.94374 1.85541 -0.61696 0.0 -0.1 0.2
N -0.29929 0.53936 -0.50383 -0.5 0.3 -0.4
C -0.37028 -0.39111 -1.36899 0.3 -0.4 -0.1
C 0.26553 -1.65359 -0.92944 -0.6 -0.3 0.4
C 0.73509 -1.33383 0.50313 -0.3 -0.2 0.1
C 0.58004 0.19022 0.63737 1.1 0.0 0.3
N 0.16331 0.80420 1.85654 -0.4 -0.4 -0.1
H -0.50974 2.50821 0.13036 0.1 0.1 0.0
H -0.81462 2.24103 -1.62068 0.0 0.1 -0.1
H -2.00164 1.74622 -0.39129 0.0 0.0 0.0
H -0.87719 -0.27588 -2.31729 -0.2 0.2 0.0
H 0.97596 -2.08746 -1.62669 0.3 0.3 -0.1
H -0.55838 -2.37653 -0.89144 0.1 -0.1 -0.2
H 1.74609 -1.64478 0.74437 0.1 0.0 -0.2
H 0.09165 -1.85938 1.20781 -0.1 0.2 0.1
H 1.54471 0.64517 0.38942 0.0 0.1 0.0
H -0.64223 0.34460 2.26798 0.0 0.0 0.0
H 0.91474 0.74815 2.52963 0.1 0.3 0.1
```
Forces are in eV/Å.

The value obtained for the LUMO energy is -4.230 eV. Its HOMO energy is -0.526 Eh. Its total charge is +1.

This record from OMol25 describes 2 unconnected molecules or ions with the total composition C4H11O at a distorted geometry. The level of theory is the ωB97M-V functional and the def2-TZVPD basis.

```
16
Properties=species:S:1:pos:R:3:forces:R:3
C 2.00326 1.85869 -0.74437 0.2 0.3 -0.5
O 3.18896 1.88230 -1.40183 -0.7 0.1 0.0
H 1.15791 1.25555 -1.21598 0.3 -0.1 0.0
H 1.46027 2.85000 -0.58666 0.4 0.0 -0.1
H 2.11021 1.46898 0.28002 -0.2 -0.3 0.6
C -1.77272 0.03756 0.59898 2.1 1.8 -1.6
C -1.62093 -1.29971 1.32188 -2.7 -0.9 -0.5
C -1.47528 -2.46584 0.19355 1.0 1.7 1.7
H -2.59382 0.16729 -0.09502 -0.8 -0.9 0.1
H -1.75717 1.07444 1.03620 0.2 -1.4 0.8
H -0.91810 0.12739 -0.12155 -0.3 0.0 0.5
H -0.84495 -1.33777 2.12786 -0.6 0.1 -0.9
H -2.66207 -1.47147 1.75522 1.4 -0.1 0.2
H -1.60810 -3.47826 0.66061 0.4 0.9 -0.7
H -0.47456 -2.21739 -0.23347 -0.5 -1.0 0.2
H -2.18727 -2.28132 -0.61281 -0.2 -0.2 0.3
```
Forces are in eV/Å.

The value obtained for the LUMO energy is 3.453 eV. Its HOMO energy is -0.065 Eh. Its total charge is -1.